[1]
{
  "formula": "C4H3O4S",
  "method": "the ωB97M-V functional and the def2-TZVPD basis",
  "elements": ["C", "C", "C", "C", "O", "O", "O", "O", "S", "H", "H", "H"],
  "coordinates": [[-0.431, 0.469, -0.593], [0.224, -1.626, 1.181], [0.711, 0.209, -0.031], [-0.602, 1.490, -1.614], [0.575, 2.151, -1.991], [-1.578, 1.707, -2.194], [-0.735, -2.378, 3.524], [1.889, 0.384, 0.006], [-0.654, -1.287, 2.486], [-1.250, -0.131, -0.395], [0.592, -2.584, 1.046], [1.260, 1.594, -1.425]],
  "lowdin_charge": [-0.06, -0.36, -0.35, -0.59, 0.02, 0.11, -0.70, 0.05, 0.73, 0.07, -0.05, 0.12],
  "de_lowest_kcal_mol": 36.6,
  "homo_lumo_gap_ev": 8.7784,
  "charge": -1
}

[2]
{
  "formula": "C31H79CuN6O12",
  "method": "the ωB97M-V functional and the def2-TZVPD basis",
  "elements": ["Cu", "O", "C", "O", "O", "H", "C", "O", "C", "C", "N", "C", "C", "O", "C", "H", "H", "H", "H", "H", "H", "H", "H", "H", "H", "H", "H", "H", "H", "H", "C", "O", "C", "C", "N", "C", "C", "O", "C", "H", "H", "H", "H", "H", "H", "H", "H", "H", "H", "H", "H", "H", "H", "H", "C", "O", "C", "C", "N", "C", "C", "O", "C", "H", "H", "H", "H", "H", "H", "H", "H", "H", "H", "H", "H", "H", "H", "H", "C", "C", "C", "O", "C", "N", "H", "H", "H", "H", "H", "H", "H", "H", "H", "H", "H", "C", "C", "C", "O", "C", "N", "H", "H", "H", "H", "H", "H", "H", "H", "H", "H", "H", "C", "C", "C", "O", "C", "N", "H", "H", "H", "H", "H", "H", "H", "H", "H", "H", "H"],
  "coordinates": [[1.664, -4.525, -1.703], [-2.063, -1.452, 0.506], [-1.388, -2.157, -0.348], [-1.498, -3.389, -0.313], [-0.518, -1.706, -1.087], [-2.526, -2.216, 0.859], [5.712, 3.146, -3.844], [6.488, 2.771, -2.763], [6.215, 3.737, -1.682], [5.469, 2.994, -0.567], [4.121, 3.488, -0.432], [3.311, 2.704, 0.518], [1.971, 3.280, 0.946], [1.915, 4.509, 1.617], [1.928, 5.639, 0.787], [6.046, 4.057, -4.340], [4.700, 3.303, -3.471], [5.527, 2.467, -4.676], [5.796, 4.697, -1.984], [7.172, 4.060, -1.272], [5.948, 2.972, 0.412], [5.537, 1.939, -0.832], [3.656, 3.374, -1.321], [3.899, 2.672, 1.435], [3.239, 1.688, 0.131], [1.372, 2.604, 1.556], [1.442, 3.448, 0.008], [2.105, 6.557, 1.347], [1.023, 5.706, 0.183], [2.752, 5.701, 0.076], [-1.926, -2.181, 5.916], [-2.163, -1.007, 6.616], [-1.813, 0.134, 5.885], [-1.907, 1.524, 6.741], [-1.156, 1.527, 8.019], [0.175, 2.132, 7.834], [0.288, 3.638, 7.404], [-0.028, 4.403, 8.551], [0.286, 5.783, 8.477], [-0.875, -2.459, 5.835], [-2.441, -2.133, 4.957], [-2.409, -3.003, 6.444], [-2.348, 0.202, 4.938], [-0.792, 0.096, 5.506], [-2.971, 1.541, 6.976], [-1.742, 2.355, 6.056], [-1.017, 0.591, 8.373], [0.627, 1.456, 7.108], [0.727, 2.059, 8.770], [-0.342, 3.786, 6.526], [1.329, 3.820, 7.138], [0.195, 6.255, 9.454], [-0.304, 6.358, 7.763], [1.364, 5.938, 8.420], [-7.463, -1.830, 5.320], [-7.080, -0.576, 4.827], [-7.251, -0.332, 3.466], [-6.989, 1.098, 3.042], [-7.984, 2.003, 3.633], [-7.379, 3.352, 3.958], [-7.119, 4.154, 2.697], [-6.104, 3.639, 1.837], [-4.778, 3.967, 2.115], [-7.312, -1.852, 6.399], [-7.021, -2.659, 4.767], [-8.524, -2.078, 5.277], [-8.226, -0.672, 3.116], [-6.588, -1.025, 2.948], [-6.979, 1.141, 1.952], [-5.962, 1.361, 3.296], [-8.147, 1.458, 4.468], [-6.492, 3.235, 4.581], [-8.130, 3.951, 4.472], [-6.922, 5.195, 2.956], [-8.071, 4.120, 2.169], [-4.671, 3.760, 3.180], [-4.556, 5.030, 2.013], [-4.123, 3.237, 1.640], [-0.284, -9.345, -4.265], [0.358, -7.944, -4.071], [-0.341, -6.943, -4.966], [0.118, -5.623, -4.658], [-0.411, -4.619, -5.535], [0.153, -7.459, -2.708], [-0.383, -9.599, -5.321], [-1.310, -9.390, -3.899], [0.242, -10.067, -3.640], [1.442, -8.024, -4.157], [-1.412, -6.915, -4.764], [-0.235, -7.095, -6.040], [-0.154, -4.627, -6.594], [-0.341, -3.590, -5.183], [-1.496, -4.724, -5.499], [0.473, -8.304, -2.256], [-0.841, -7.459, -2.531], [6.594, -3.045, -4.493], [5.474, -3.970, -4.074], [5.998, -5.220, -3.290], [4.933, -6.070, -2.919], [5.399, -7.115, -2.119], [4.615, -3.239, -3.075], [7.284, -3.578, -5.147], [7.185, -2.593, -3.697], [6.182, -2.269, -5.138], [4.961, -4.260, -4.991], [6.615, -4.902, -2.450], [6.593, -5.832, -3.968], [6.379, -7.486, -2.421], [4.709, -7.958, -2.090], [5.494, -6.776, -1.088], [4.436, -2.313, -3.436], [5.117, -3.142, -2.204], [0.833, 4.350, -4.887], [0.003, 3.002, -4.743], [-0.845, 2.603, -5.921], [-0.034, 2.224, -7.050], [-0.777, 2.065, -8.239], [0.963, 1.951, -4.555], [0.185, 5.180, -5.168], [1.476, 4.256, -5.762], [1.400, 4.596, -3.989], [-0.554, 2.970, -3.807], [-1.372, 3.530, -6.147], [-1.463, 1.726, -5.732], [-1.388, 2.921, -8.525], [-1.346, 1.149, -8.073], [-0.041, 1.679, -8.945], [0.632, 1.250, -3.908], [0.884, 1.478, -5.444]],
  "lowdin_charge": [0.79, 0.23, -0.79, 0.20, 0.25, 0.14, -0.16, -0.18, -0.17, -0.22, -0.07, -0.20, -0.23, -0.17, -0.13, 0.09, 0.07, 0.08, 0.12, 0.11, 0.12, 0.11, 0.10, 0.12, 0.11, 0.12, 0.11, 0.09, 0.08, 0.07, -0.14, -0.18, -0.22, -0.15, -0.06, -0.19, -0.21, -0.18, -0.11, 0.09, 0.08, 0.09, 0.10, 0.10, 0.10, 0.10, 0.10, 0.10, 0.12, 0.10, 0.12, 0.08, 0.09, 0.08, -0.12, -0.18, -0.25, -0.22, -0.03, -0.18, -0.21, -0.22, -0.12, 0.09, 0.08, 0.08, 0.13, 0.11, 0.12, 0.11, 0.09, 0.11, 0.12, 0.12, 0.12, 0.07, 0.09, 0.09, -0.05, -0.42, -0.20, -0.22, -0.10, 0.03, 0.08, 0.08, 0.08, 0.14, 0.13, 0.13, 0.09, 0.08, 0.08, 0.07, 0.08, -0.08, -0.38, -0.21, -0.20, -0.13, 0.03, 0.08, 0.09, 0.08, 0.14, 0.13, 0.13, 0.09, 0.09, 0.09, 0.07, 0.07, -0.04, -0.42, -0.20, -0.23, -0.10, 0.02, 0.06, 0.07, 0.06, 0.13, 0.12, 0.13, 0.10, 0.08, 0.09, 0.06, 0.05],
  "multiplicity": 2,
  "homo_lumo_gap_ev": [4.4180, 3.0053],
  "charge": 1
}

[3]
{
  "formula": "C22H27ClN3O6S",
  "method": "the ωB97M-V functional and the def2-TZVPD basis",
  "elements": ["C", "C", "O", "C", "C", "Cl", "C", "O", "O", "C", "C", "O", "H", "H", "H", "H", "H", "H", "H", "H", "H", "H", "C", "N", "C", "C", "C", "C", "C", "C", "C", "C", "O", "N", "C", "C", "S", "N", "C", "C", "O", "C", "C", "H", "H", "H", "H", "H", "H", "H", "H", "H", "H", "H", "H", "H", "H", "H", "H", "H"],
  "coordinates": [[3.399, 5.756, 1.780], [2.818, 4.436, 2.251], [2.468, 3.701, 1.048], [1.818, 2.521, 1.138], [1.902, 1.743, -0.137], [2.546, 0.204, 0.077], [2.226, 2.403, -1.446], [2.416, 1.740, -2.453], [2.296, 3.757, -1.422], [3.156, 4.383, -2.413], [3.480, 5.780, -1.935], [1.231, 2.094, 2.125], [3.738, 6.353, 2.634], [4.250, 5.595, 1.105], [2.649, 6.336, 1.223], [3.571, 3.842, 2.793], [1.918, 4.576, 2.867], [4.070, 3.786, -2.502], [2.622, 4.376, -3.371], [3.986, 6.361, -2.714], [2.571, 6.303, -1.620], [4.147, 5.724, -1.067], [-0.894, -4.698, 4.959], [-1.699, -3.911, 4.053], [-3.121, -3.917, 4.318], [-1.177, -3.177, 2.992], [-1.046, -3.767, 1.713], [-0.820, -2.961, 0.618], [-0.569, -1.575, 0.755], [-0.444, -0.739, -0.413], [-1.142, -1.025, -1.555], [-0.555, -0.738, -2.851], [0.560, -0.252, -3.022], [-1.363, -1.044, -3.970], [-0.794, -0.585, -5.227], [-2.456, -1.891, -3.952], [-3.404, -2.237, -5.288], [-2.758, -2.406, -2.694], [-3.936, -3.284, -2.636], [-2.516, -1.570, -1.563], [-3.377, -1.340, -0.722], [-0.544, -1.030, 2.053], [-0.897, -1.798, 3.142], [0.176, -4.511, 4.799], [-1.165, -4.445, 5.993], [-1.095, -5.769, 4.810], [-3.617, -3.183, 3.675], [-3.549, -4.907, 4.108], [-3.307, -3.675, 5.372], [-1.175, -4.842, 1.600], [-0.858, -3.384, -0.383], [0.172, 0.150, -0.400], [-1.523, -0.837, -5.995], [-0.626, 0.497, -5.172], [0.161, -1.083, -5.432], [-4.066, -3.650, -1.615], [-4.831, -2.749, -2.984], [-3.753, -4.118, -3.322], [-0.300, 0.029, 2.145], [-0.971, -1.343, 4.129]],
  "lowdin_charge": [-0.09, -0.21, -0.05, -0.55, -0.59, 0.71, -0.56, 0.01, -0.05, -0.22, -0.08, 0.02, 0.07, 0.06, 0.08, 0.12, 0.12, 0.12, 0.12, 0.07, 0.08, 0.05, -0.08, -0.26, -0.08, -0.26, 0.00, -0.02, -0.19, 0.06, -0.05, -0.35, 0.10, -0.06, -0.06, -0.70, 0.67, -0.07, -0.10, -0.36, 0.11, 0.01, 0.01, 0.09, 0.07, 0.07, 0.09, 0.08, 0.08, 0.11, 0.12, 0.06, 0.01, 0.10, 0.10, 0.09, 0.07, 0.07, 0.11, 0.12],
  "homo_lumo_gap_ev": 4.9143,
  "charge": -1
}

[4]
{
  "formula": "C3H4N2O",
  "method": "the ωB97M-V functional and the def2-TZVPD basis",
  "elements": ["O", "C", "C", "N", "C", "N", "H", "H", "H", "H"],
  "coordinates": [[-1.519, 1.513, 0.248], [-0.407, 0.909, 0.114], [-1.074, -0.397, 0.042], [0.337, -1.628, -0.177], [1.420, -1.217, -0.219], [0.850, 1.144, 0.047], [-1.474, -0.814, 0.960], [-1.608, -0.645, -0.869], [2.455, -0.950, -0.269], [1.036, 2.141, 0.125]],
  "lowdin_charge": [0.00, -0.68, 0.07, 0.10, 0.05, 0.09, 0.11, 0.11, 0.09, 0.06],
  "de_lowest_kcal_mol": 92.4,
  "homo_lumo_gap_ev": 9.3655,
  "charge": 0
}

One value per record, in order, for E: -853.3426, -4099.7123, -2328.6219, -301.3399 Ha.